# 1
DFT (ωB97M-V with the def2-TZVPD basis set) results for a 3-piece molecular cluster, C25H49ClN3O5PS overall.

Its spin multiplicity is 3. For the orbital gap (spin up / spin down), the calculation gives 0.297 / 0.314 Eh.

Positions of all 85 atoms, in Å:
1 H -2.19286 -1.22470 8.88819
2 H 2.18287 -1.72596 -7.19683
3 N 0.15356 1.99201 -1.34239
4 H -3.10847 2.63771 -0.37939
5 H -3.06143 1.08882 6.08510
6 C 4.42236 -1.53764 -3.79657
7 H 3.28615 -6.28427 -4.18130
8 C -2.14279 1.36607 6.71806
9 H -1.49534 1.90327 -3.73911
10 C -3.15107 -1.94923 7.08623
11 H 0.65497 1.93200 6.16773
12 C 2.91535 -5.74942 -5.06138
13 C -3.45209 0.46569 8.42776
14 O -4.51227 0.40088 9.07905
15 H 5.25717 -5.26188 -5.37445
16 H -0.82415 4.53001 -0.40719
17 H 2.38980 -0.38950 -5.10620
18 C 4.86763 -4.27642 -5.10333
19 H 2.82519 -1.79181 -1.64592
20 H 1.17567 -1.64377 -4.99578
21 H -6.13371 -0.88148 5.27079
22 C 0.76862 4.16022 -2.35312
23 C 2.96437 -2.05120 -3.81887
24 H 1.15161 2.81471 -4.57630
25 C -2.33461 2.30813 -1.07670
26 O 0.08325 0.67188 -1.64346
27 C 1.09669 2.15031 -3.70816
28 H -0.57978 -0.42958 6.50784
29 H 0.73682 1.18901 -4.08598
30 O 1.64828 -3.91685 -3.47620
31 N 2.91582 -3.54324 -3.77923
32 H -3.58415 -0.76406 5.17046
33 N -2.82514 1.76549 8.01131
34 H 3.18671 -4.02536 -7.19545
35 H -3.32666 3.10674 -2.81456
36 H 0.01326 4.94824 -2.33794
37 H 1.64629 -3.89267 -6.37463
38 H -1.24630 0.30990 0.51362
39 H -5.64962 -0.15271 6.87919
40 H -1.75333 1.64130 1.53218
41 H 1.83350 -5.89603 -5.12270
42 H 2.11609 2.01333 -3.33262
43 H 1.31343 4.18754 -1.40382
44 H 5.26752 -3.56963 -5.83311
45 H 1.26718 -1.59530 -2.46639
46 Cl -1.74986 -2.94581 6.36141
47 C -0.99494 1.33228 0.80724
48 H 1.50918 4.44944 -3.10440
49 C 2.25453 -1.47269 -5.05811
50 H -2.60815 1.29308 -1.37992
51 C -4.08745 -1.53657 5.85742
52 C 3.31674 -4.25226 -5.03151
53 H -4.19526 -2.48225 5.20467
54 H -2.15388 2.09857 8.73203
55 H 5.31998 -4.05909 -4.13023
56 C -5.57516 -1.10026 6.25723
57 H 4.97105 -1.94230 -2.94356
58 P -1.33916 2.71047 5.66335
59 H 3.80726 -1.76756 -6.55019
60 H 2.46842 -0.32754 -2.56029
61 C -0.95381 2.31270 -0.39259
62 H -1.21930 3.59720 -4.08401
63 H 0.24351 3.74344 0.75798
64 H -0.77184 0.52011 8.16272
65 H 4.44688 -0.44668 -3.71384
66 C 0.16557 2.75571 -2.62646
67 C 2.70427 -3.61226 -6.30283
68 H -2.29484 4.26890 -2.01284
69 O -1.42226 4.27663 6.32726
70 C -2.49864 -0.72814 7.89030
71 H -6.11147 -2.00270 6.71492
72 C -1.23893 2.86207 -3.27197
73 C -1.28797 0.10351 7.21625
74 S -2.30853 2.75804 3.95398
75 H -0.03322 1.31301 1.32798
76 H 3.33692 -6.23743 -5.94579
77 C 2.34052 -1.41325 -2.55079
78 H -3.70446 -2.66722 7.77247
79 H 4.98399 -1.76971 -4.70026
80 C -2.36288 3.21533 -2.30698
81 H -0.54838 4.43130 6.77326
82 O 0.27162 2.22940 5.30250
83 C 2.77869 -2.09174 -6.35441
84 C -0.73581 3.68827 0.27811
85 H -1.48933 3.86546 1.05149

***

# 2
DFT (ωB97M-V with the def2-TZVPD basis set) results for a 2-piece molecular cluster, C4H4S overall.

For the orbital gap (spin up / spin down), the calculation gives 0.266 / 0.276 Eh. The energy above the lowest of the compared OMol25 structures with the same formula, charge and spin comes out at 632.6 kJ/mol.

Positions of all 9 atoms, in Å:
1 H 0.26307 1.58248 1.10595
2 C 1.13834 -0.95085 0.96708
3 C -0.85554 -0.15277 -0.72194
4 S 2.78265 -1.04705 0.76014
5 C 0.28487 0.08373 -1.31636
6 C 0.25998 -0.11522 0.16388
7 H -1.81329 -0.59088 -0.73480
8 H 0.81618 -0.02608 -2.28038
9 H 0.73288 -1.59952 1.83959

***

# 3
DFT (ωB97M-V with the def2-TZVPD basis set) results for C22H28F17InNO3 as an isolated structure.

Its net charge is -1. For the orbital gap, the calculation gives 0.254 Eh.

Positions of all 72 atoms, in Å:
1 C -7.35004 -0.03724 1.36271
2 H 3.30955 -1.73353 3.34383
3 H 3.05609 -1.44351 1.63258
4 H 1.89412 6.91241 1.74738
5 H 1.18578 -2.71954 2.83183
6 F -4.28413 1.50836 0.35762
7 In 2.29803 -1.08328 -2.10280
8 O 1.24031 4.16481 0.24280
9 F -6.25861 0.40982 2.00344
10 H 1.65610 -0.48773 -3.64847
11 C 3.94129 4.13241 -0.33277
12 F -2.84307 0.58092 -2.12026
13 C -6.31068 1.04075 -0.83987
14 H 3.56316 -3.97008 0.04752
15 F -4.55741 2.22568 -1.68086
16 O 5.81493 -1.76937 0.71543
17 F -6.59713 -1.32577 -0.52183
18 H 2.21204 1.85435 -1.18101
19 H -0.75779 -0.43629 -1.90120
20 H 5.36986 -3.84257 -2.15715
21 C 0.70177 -1.29640 -0.54470
22 C 3.29930 1.79004 -1.22196
23 F -8.24461 -1.14406 3.23241
24 C 4.57380 -3.63593 -0.17635
25 F -1.64969 0.54533 0.25103
26 H 3.92011 0.01028 -0.18859
27 C 3.33762 -3.07431 -2.33738
28 H 1.62696 5.58090 2.85838
29 H 4.88692 2.25094 0.13287
30 N 3.34270 4.94123 0.74167
31 C -3.86841 -0.00207 -1.46499
32 F -8.35644 0.84125 1.58145
33 F -8.75459 -1.96692 1.29656
34 F -6.69586 1.07807 -2.13208
35 F -6.76265 -2.23472 2.09079
36 F -4.00682 -1.04856 0.66139
37 F -8.35708 -0.05941 -0.74047
38 H 4.75859 0.26099 -1.70500
39 H 5.21043 -2.19265 -1.62659
40 H 3.29502 2.46807 0.83619
41 C 4.69987 -3.15506 -1.62846
42 C 1.41942 5.93645 1.85157
43 H 2.70636 -3.88907 -1.97160
44 C 3.22347 -2.22614 2.37544
45 O 4.46821 -2.88873 2.12420
46 H 3.47170 -3.23794 -3.40806
47 H 2.34695 -4.05287 3.04034
48 C -1.75358 -0.78165 -0.07597
49 F -1.60969 -1.49596 1.09114
50 H 3.47867 4.36838 -1.29328
51 H 5.21812 -4.50352 -0.00184
52 H 4.98347 4.44695 -0.38777
53 H 1.83444 -3.58553 1.42350
54 H 3.70777 5.88243 0.77639
55 H -1.02142 -2.13539 -1.52492
56 H 0.80009 -2.27579 -0.08062
57 F -4.63474 -0.63405 -2.38433
58 C -7.77749 -1.38909 2.00497
59 C 3.88065 2.61862 -0.07099
60 C 5.00259 -2.64801 0.86972
61 C 1.96227 4.94738 0.84681
62 H 3.62228 2.25998 -2.15547
63 H 0.35070 6.03279 1.69291
64 C 2.06499 -3.20531 2.41453
65 H 0.87252 -0.52659 0.21077
66 F -3.34603 -2.26851 -1.02753
67 C -0.72394 -1.17758 -1.10463
68 C 3.78172 0.33186 -1.22557
69 C -3.24789 -1.03744 -0.45838
70 F -6.76733 2.16276 -0.22320
71 C -7.11970 -0.13141 -0.18521
72 C -4.73390 1.16538 -0.85803

***

# 4
DFT (ωB97M-V with the def2-TZVPD basis set) results for C27H35F5N4OP2PbTe as an isolated structure.

For the orbital gap, the calculation gives 0.229 Eh. The energy above the lowest of the compared OMol25 structures with the same formula, charge and spin comes out at 0.0 kJ/mol.

Positions of all 76 atoms, in Å:
1 H -0.21979 -1.57841 -0.26313
2 C 3.95160 3.25866 -4.08464
3 H 0.71334 4.12114 -2.18640
4 H -1.41244 1.60336 -4.36534
5 H 4.78120 4.44006 0.02111
6 C 5.65702 5.18488 -2.17879
7 H -3.24966 4.90611 2.53323
8 H 5.10436 1.61953 -3.28207
9 P 0.64237 0.32359 -2.49074
10 C -2.30213 4.80410 2.01670
11 C 3.39216 -1.28088 -5.06104
12 C -1.18681 -1.54743 -3.56016
13 H 6.66621 3.37076 -4.92046
14 N 1.73641 3.20569 0.26693
15 H 2.99193 2.74769 -4.16511
16 P 0.14164 2.57643 -0.27619
17 F -3.27201 -1.30003 2.73925
18 H -3.00984 -2.43461 -4.41825
19 H -1.34671 6.83286 2.23194
20 H 4.54288 2.59254 1.99045
21 C 0.86325 -1.77872 -0.26964
22 C 2.31687 -0.42872 -4.81024
23 H 1.98312 2.24544 -2.99964
24 C 3.72547 5.77822 -3.67482
25 H 2.58232 -1.92337 -1.91672
26 H 7.19196 2.70539 -3.33138
27 C 6.42148 3.32339 -3.83147
28 C 2.71081 -1.59643 -2.93395
29 C 3.74943 2.94447 1.34076
30 C -0.31816 5.27157 0.99922
31 C -2.38609 -1.57106 -4.25455
32 C 3.63677 -2.01611 -3.86736
33 H 4.90531 4.80481 -5.21369
34 H 4.40576 -2.75034 -3.68281
35 H 3.95176 -1.36940 -5.97006
36 C -2.64436 -0.24421 -4.70318
37 H 4.12570 6.70902 -4.12130
38 Pb 2.18527 0.23294 0.04649
39 H 1.16792 -2.60777 -0.92491
40 H 0.54639 2.21203 -4.02442
41 H 6.43780 5.49419 -4.14508
42 H 2.64185 5.92391 -3.51092
43 H 3.13194 4.68978 -5.43923
44 C -1.31063 5.82368 1.82641
45 F -2.17685 -0.95969 0.33762
46 C 5.07166 2.65608 -3.64732
47 H -0.66276 -2.35073 -3.06871
48 C -1.59865 0.55249 -4.26215
49 C 4.37984 5.56019 -2.34076
50 H 1.79849 0.24505 -5.47078
51 Te -1.57833 -0.61948 2.15309
52 H 0.59146 5.71008 0.61870
53 H 7.59670 4.88211 -2.91941
54 H 1.11646 -2.04924 0.77259
55 N -0.65170 3.94935 0.68422
56 C 3.94945 4.62840 -4.69491
57 C -1.85870 3.67231 1.33978
58 C 2.40608 2.56259 1.35712
59 C 6.56156 4.79539 -3.29998
60 H -3.49759 0.09145 -5.25876
61 H -0.80681 3.28904 -2.36658
62 H 3.76582 5.86724 -1.48333
63 C 3.92357 3.82940 0.25719
64 H 2.48586 4.31687 -1.37341
65 F -0.98884 -2.40979 2.36200
66 N 1.90130 -0.59660 -3.49435
67 O 0.01878 0.12996 1.55491
68 F -2.60207 0.95964 2.09502
69 H 6.16025 5.28597 -1.21365
70 F -1.16754 -0.19513 3.97356
71 C 0.89877 2.07158 -2.99211
72 C 0.24347 3.12750 -2.07004
73 H -2.29184 2.69609 1.25130
74 N -0.70039 -0.22689 -3.54078
75 C 2.71840 3.87912 -0.42909
76 H 1.83660 2.06559 2.13203

***

Quick rundown of max |F|, same order as above: 4.602; 3.507; 1.010; 4.004 eV/Å
Quick rundown of M, same order as above: 570.18; 84.14; 792.25; 923.34 g mol⁻¹